Computed, not measured: a molecular structure, C22H28AlBBrCaF7IMg2NO12S at a distorted geometry, with the ωB97M-V functional and the def2-TZVPD basis.

Atoms and positions in Å:
C: 1.45 -4.83 0.58
C: 1.33 -3.30 0.78
C: 0.61 -2.69 -0.42
C: 1.57 -2.20 -1.53
Al: -0.58 -1.19 0.12
I: 0.83 0.38 1.80
O: -1.14 -0.21 -1.30
C: -2.22 -0.53 -1.93
O: -2.51 -0.11 -3.01
C: -3.25 -1.45 -1.32
C: -3.08 -2.83 -1.44
C: -3.93 -3.74 -0.86
C: -5.04 -3.30 -0.11
C: -5.20 -1.92 -0.01
C: -4.32 -0.94 -0.61
H: 2.24 -5.26 1.20
H: 0.50 -5.30 0.79
H: 1.71 -4.99 -0.46
H: 2.34 -2.89 0.92
H: 0.76 -3.18 1.71
H: -0.06 -3.44 -0.84
H: 1.03 -2.14 -2.48
H: 2.02 -1.24 -1.31
H: 2.36 -2.95 -1.67
H: -1.76 -1.78 1.03
H: -2.22 -3.22 -1.97
H: -3.72 -4.80 -0.96
H: -5.67 -4.04 0.36
H: -6.03 -1.57 0.59
H: -4.44 0.15 -0.47
C: 6.84 -1.41 2.51
C: 7.03 -0.94 3.74
C: 6.02 -0.06 4.39
O: 6.12 0.40 5.49
C: 4.82 0.27 3.61
C: 4.62 -0.20 2.39
C: 5.61 -1.09 1.73
O: 5.41 -1.53 0.62
H: 7.56 -2.06 2.02
H: 7.91 -1.16 4.33
H: 4.11 0.92 4.12
H: 3.71 0.06 1.89
Ca: -6.39 -2.26 -2.08
C: -1.01 -0.50 -5.94
O: -1.47 0.58 -6.32
O: 0.00 -0.73 -5.25
O: -1.73 -1.59 -6.31
O: 9.77 0.07 5.09
H: 10.71 0.21 5.21
H: 9.36 0.90 5.38
Mg: 1.42 1.41 4.08
B: 5.38 3.18 6.94
F: 6.70 2.89 6.55
F: 5.19 4.57 6.94
F: 4.45 2.58 6.01
F: 5.14 2.67 8.22
Mg: -6.29 0.62 0.17
C: -0.61 6.52 1.33
F: -0.38 7.78 1.73
F: -1.88 6.46 0.91
F: 0.18 6.28 0.28
S: -0.30 5.33 2.69
O: -1.22 5.71 3.73
O: 1.10 5.50 3.03
O: -0.59 4.03 2.10
C: -4.37 1.68 -4.78
C: -5.77 1.55 -4.25
O: -6.01 1.10 -3.11
N: -6.78 1.95 -5.03
C: -6.71 2.50 -6.38
H: -3.67 1.33 -4.04
H: -4.24 1.08 -5.69
H: -4.14 2.72 -5.01
H: -7.69 1.84 -4.61
H: -7.16 3.49 -6.38
H: -7.27 1.86 -7.06
H: -5.68 2.57 -6.72
Br: -1.40 -3.54 -5.43

Values from the calculation:
E_tot, Eh: -7126.71288
Kohn-Sham gap, eV: 2.78
2S+1: 1
Charge: 0
E_HOMO, eV: -7.46